# 1
A 2-piece molecular cluster, C6H13I overall in a non-equilibrium geometry, computed with ωB97M-V with the def2-TZVPD basis set.

Output
SMILES string	C=C(C)I.CCC
charge	0
LUMO level	0.63	eV
Kohn-Sham gap	9.642	eV

Last column: natural (NBO) charge in e.
CARTESIAN COORDINATES (ANGSTROEM)
C  1.418  1.593  0.020  -0.59
C  0.266  0.422  -1.870  -0.60
C  -2.265  -1.072  0.508  -0.68
C  -0.222  -0.510  2.105  -0.46
C  1.532  0.451  -0.949  -0.39
C  -0.928  -1.229  1.198  -0.08
I  -0.059  -3.148  0.792  0.07
H  0.762  1.363  0.782  0.20
H  1.102  2.478  -0.568  0.19
H  2.307  1.784  0.448  0.20
H  0.231  -0.517  -2.433  0.21
H  0.286  1.180  -2.630  0.21
H  -0.702  0.346  -1.171  0.18
H  -2.056  -0.554  -0.398  0.23
H  -2.800  -0.362  1.003  0.22
H  -2.869  -1.963  0.278  0.24
H  0.791  -0.834  2.576  0.25
H  1.538  -0.475  -0.433  0.20
H  -0.692  0.467  2.363  0.21
H  2.360  0.579  -1.621  0.20


# 2
A 2-piece molecular cluster, C9H18N4O2 overall in a non-equilibrium geometry, computed with ωB97M-V with the def2-TZVPD basis set.

Output
charge	+2
LUMO level	-6.56	eV
Kohn-Sham gap	8.299	eV

Last column: natural (NBO) charge in e.
CARTESIAN COORDINATES (ANGSTROEM)
C  -0.732  -0.293  2.252  -0.18
C  -0.598  -1.047  1.164  -0.20
C  -0.267  1.684  0.890  -0.46
C  -0.093  1.094  -0.452  0.60
C  -2.107  0.380  -1.498  0.76
C  -0.714  1.147  2.068  0.24
C  -0.420  -0.682  -0.267  0.18
C  -3.403  0.423  -2.216  -0.70
C  2.025  2.239  -0.846  -0.27
N  -0.921  1.901  3.186  -0.75
N  -1.662  -0.801  -1.069  -0.58
N  2.456  -2.443  0.578  -0.93
N  0.616  -1.383  -0.979  -0.88
O  -1.365  1.327  -1.243  -0.42
O  0.948  1.345  -1.245  -0.54
H  -0.860  -0.757  3.206  0.26
H  -0.329  -2.125  1.266  0.20
H  -0.003  2.750  0.682  0.24
H  -3.601  1.484  -2.682  0.30
H  -3.333  -0.385  -2.932  0.27
H  -4.197  0.222  -1.382  0.29
H  2.684  2.134  -1.730  0.23
H  2.472  1.640  0.037  0.19
H  1.627  3.340  -0.713  0.23
H  -1.339  1.578  4.094  0.43
H  -0.584  2.837  3.196  0.41
H  -2.143  -1.670  -1.076  0.44
H  2.383  -3.367  1.076  0.46
H  1.577  -2.118  0.031  0.44
H  2.587  -1.757  1.388  0.44
H  3.258  -2.248  -0.037  0.45
H  1.318  -0.790  -1.469  0.42
H  0.400  -2.178  -1.574  0.42


# 3
C22H39AsAuBrN2O6S4Si2 as an isolated structure in a non-equilibrium geometry, computed with ωB97M-V with the def2-TZVPD basis set.

Output
spin multiplicity	3
charge	-2
⟨S²⟩	2.0437
LUMO level (spin up / spin down)	3.52 / 1.80	eV
Kohn-Sham gap (spin up / spin down)	3.973 / 5.516	eV

Last column: Mulliken charge in e.
CARTESIAN COORDINATES (ANGSTROEM)
Au  -1.884  0.707  -2.850  1.01
S  -4.855  4.452  -3.919  -0.42
As  -3.434  3.394  -2.771  0.46
S  -4.129  1.513  -1.968  -0.50
S  -1.698  2.731  -3.953  -0.42
S  -2.848  4.770  -1.263  -0.38
C  0.713  0.253  4.574  -1.79
C  -0.007  0.617  3.267  2.85
C  -0.499  -0.673  2.591  -2.32
C  -1.258  1.433  3.622  -2.16
Si  1.147  1.618  2.086  -0.53
Br  0.200  1.531  0.037  -0.18
C  1.238  3.510  2.491  2.46
C  2.306  4.195  1.627  -2.02
C  -0.092  4.214  2.182  -2.03
C  1.588  3.747  3.968  -1.76
C  2.887  0.798  1.833  2.41
C  3.555  1.257  0.527  -1.75
C  2.750  -0.729  1.733  -1.94
C  3.830  1.125  3.001  -1.81
H  0.020  -0.272  5.239  0.52
H  1.076  1.140  5.101  0.30
H  1.563  -0.410  4.401  0.28
H  -1.197  -1.186  3.259  0.55
H  0.309  -1.368  2.367  0.25
H  -1.032  -0.467  1.662  0.36
H  -1.931  0.814  4.223  0.59
H  -1.804  1.739  2.728  0.42
H  -1.018  2.322  4.209  0.38
H  2.116  4.036  0.563  0.30
H  3.312  3.844  1.863  0.33
H  2.280  5.274  1.812  0.60
H  -0.394  4.085  1.143  0.41
H  0.027  5.290  2.354  0.52
H  -0.909  3.870  2.814  0.29
H  2.540  3.285  4.240  0.28
H  0.818  3.353  4.635  0.27
H  1.671  4.822  4.159  0.52
H  2.955  0.984  -0.341  0.23
H  4.524  0.755  0.431  0.53
H  3.727  2.331  0.494  0.30
H  2.067  -1.015  0.931  0.20
H  2.406  -1.178  2.665  0.33
H  3.730  -1.163  1.503  0.60
H  4.041  2.194  3.064  0.28
H  4.785  0.606  2.865  0.52
H  3.415  0.805  3.960  0.29
C  1.015  -1.273  -2.744  -0.62
Si  0.282  0.166  -3.716  0.13
C  1.486  1.629  -3.642  -0.87
C  0.037  -0.300  -5.529  -1.00
H  2.056  -1.440  -3.038  0.42
H  0.449  -2.186  -2.936  0.29
H  0.980  -1.076  -1.671  -0.09
H  2.492  1.307  -3.928  0.34
H  1.527  2.061  -2.640  0.16
H  1.164  2.410  -4.332  0.35
H  0.971  -0.655  -5.974  0.34
H  -0.312  0.564  -6.097  0.27
H  -0.715  -1.086  -5.607  0.25
O  -2.557  -1.534  -3.871  -0.73
C  -2.348  -1.949  -2.718  0.69
O  -1.910  -1.164  -1.795  -0.64
C  -2.565  -3.389  -2.366  0.49
C  -2.494  -3.812  -1.047  -0.96
C  -2.719  -5.179  -0.747  -0.35
C  -3.004  -6.082  -1.766  -0.22
C  -3.058  -5.641  -3.076  0.04
C  -2.840  -4.284  -3.396  -0.93
N  -3.345  -6.587  -4.106  1.04
O  -3.553  -7.764  -3.809  -0.66
O  -3.375  -6.194  -5.267  -0.66
N  -2.656  -5.641  0.575  0.92
O  -2.414  -4.809  1.484  -0.77
O  -2.839  -6.867  0.809  -0.80
H  -2.276  -3.119  -0.250  0.77
H  -3.191  -7.119  -1.541  0.57
H  -2.892  -3.939  -4.416  0.59


# 4
A 10-piece molecular cluster, C34H92N4O10 overall in a non-equilibrium geometry, computed with ωB97M-V with the def2-TZVPD basis set.

Output
SMILES string	COC[C@H](C)N.COC[C@H](C)N.COC[C@H](C)N.COC[C@H](C)N.CC(C)O.CC(C)O.CC(C)O.CC(C)O.CC(C)O.CC(C)O
charge	0
LUMO level	0.57	eV
Kohn-Sham gap	9.764	eV

Last column: Mulliken charge in e.
CARTESIAN COORDINATES (ANGSTROEM)
C  -3.480  5.165  -3.837  -1.40
C  -2.303  5.700  -3.091  0.49
C  -2.588  5.721  -1.637  -1.13
O  -1.090  5.012  -3.441  -0.43
H  -4.331  5.800  -3.765  0.47
H  -3.885  4.207  -3.417  0.26
H  -3.291  4.980  -4.897  0.34
H  -2.104  6.683  -3.510  0.27
H  -1.748  6.153  -1.062  0.29
H  -2.792  4.715  -1.241  0.17
H  -3.410  6.463  -1.541  0.45
H  -1.155  4.100  -3.211  0.16
C  -1.225  0.603  6.347  -1.40
C  0.005  1.367  6.798  2.03
C  -0.124  2.838  6.920  -1.32
O  0.557  0.830  8.030  -0.62
H  -1.716  1.172  5.605  0.35
H  -1.865  0.278  7.101  0.44
H  -0.883  -0.279  5.826  0.22
H  0.831  1.231  6.063  -0.83
H  -0.780  3.219  7.748  0.28
H  -0.431  3.135  5.907  0.30
H  0.842  3.270  7.087  0.32
H  1.525  0.927  8.095  0.34
C  2.138  3.453  -4.034  -1.10
C  0.983  2.688  -4.762  0.85
C  1.348  1.991  -6.058  -1.20
O  0.485  1.605  -3.956  -0.14
H  1.701  4.120  -3.310  0.30
H  2.659  4.133  -4.697  0.45
H  2.851  2.699  -3.581  0.07
H  0.181  3.410  -4.917  0.12
H  1.678  2.600  -6.927  0.39
H  0.467  1.411  -6.351  0.07
H  2.153  1.275  -5.804  0.32
H  0.324  1.845  -2.996  0.19
C  0.037  -1.713  3.706  -1.28
C  1.534  -1.564  3.799  1.16
C  2.363  -2.731  3.285  -1.37
O  1.850  -0.398  3.054  0.27
H  -0.344  -0.836  4.155  -0.01
H  -0.261  -2.608  4.198  0.49
H  -0.156  -1.666  2.651  0.11
H  1.897  -1.473  4.809  0.38
H  2.500  -3.560  4.062  0.37
H  3.282  -2.271  3.176  0.27
H  1.937  -3.232  2.395  0.12
H  2.787  -0.177  2.988  -0.38
C  -4.813  -2.006  1.598  -1.05
C  -5.300  -2.544  2.979  0.33
C  -4.813  -3.974  3.316  -1.01
O  -4.849  -1.610  3.936  -0.52
H  -5.138  -2.698  0.863  0.42
H  -3.763  -1.891  1.533  0.13
H  -5.343  -1.093  1.363  0.40
H  -6.392  -2.507  3.034  0.24
H  -5.459  -4.491  4.069  0.29
H  -3.859  -3.791  3.792  0.21
H  -4.678  -4.665  2.442  0.28
H  -4.095  -1.851  4.466  0.27
C  -1.893  0.528  -0.408  -0.82
C  -1.205  1.902  -0.357  1.27
C  -0.934  2.345  1.109  -1.07
O  -0.025  1.849  -1.126  -0.31
H  -1.370  -0.303  0.180  -0.12
H  -2.028  0.256  -1.409  0.17
H  -2.868  0.559  0.134  0.48
H  -1.853  2.725  -0.855  -0.72
H  -1.881  2.228  1.708  0.41
H  -0.571  3.400  0.983  0.35
H  -0.085  1.782  1.534  -0.08
H  0.652  1.253  -0.758  0.04
C  2.770  3.063  3.089  -1.14
C  3.574  2.537  4.247  1.68
C  4.849  1.755  3.851  -1.44
O  4.675  0.568  3.060  -0.17
C  5.963  -0.058  3.035  -0.76
N  4.109  3.572  5.192  -0.70
H  3.366  3.721  2.442  0.24
H  1.969  3.685  3.437  0.50
H  2.282  2.218  2.585  -0.06
H  2.963  1.786  4.804  -0.48
H  5.432  1.595  4.776  0.43
H  5.448  2.342  3.194  0.51
H  6.209  -0.507  4.075  0.27
H  6.674  0.704  2.682  0.40
H  6.041  -0.933  2.357  0.03
H  4.869  4.122  4.835  0.20
H  3.398  4.121  5.640  0.23
C  3.512  1.341  -0.563  -1.41
C  2.847  0.108  -1.050  1.17
C  3.854  -0.998  -1.122  -1.15
O  4.259  -1.428  0.214  0.07
C  5.186  -2.432  0.125  -1.01
N  1.683  -0.115  -0.134  0.39
H  4.060  1.109  0.356  0.00
H  2.718  2.018  -0.376  0.32
H  4.254  1.688  -1.296  0.53
H  2.353  0.251  -2.048  0.05
H  4.846  -0.599  -1.561  0.37
H  3.443  -1.868  -1.658  0.45
H  5.307  -2.730  1.176  0.21
H  6.089  -1.922  -0.303  0.39
H  4.818  -3.277  -0.462  0.29
H  2.027  -0.257  0.781  -0.34
H  1.126  -0.939  -0.366  -0.17
C  -0.322  -3.505  -1.463  -0.42
C  -0.204  -4.995  -1.234  0.68
C  -0.970  -5.789  -2.259  -0.96
O  -2.298  -5.429  -2.130  -0.36
C  -2.883  -5.102  -3.429  -0.54
N  1.181  -5.306  -1.473  -0.67
H  -1.356  -3.137  -1.411  0.10
H  0.159  -3.128  -2.400  0.32
H  0.218  -3.066  -0.564  -0.38
H  -0.520  -5.210  -0.193  0.26
H  -0.832  -6.838  -2.092  0.40
H  -0.579  -5.412  -3.235  0.42
H  -3.096  -6.057  -3.966  0.35
H  -2.105  -4.632  -3.992  0.28
H  -3.735  -4.420  -3.284  0.08
H  1.813  -4.918  -0.781  0.17
H  1.393  -6.296  -1.513  0.23
C  -2.446  -0.964  -7.318  -1.49
C  -2.311  -0.812  -5.743  0.95
C  -3.490  -1.317  -4.877  -0.81
O  -3.129  -1.171  -3.501  0.12
C  -4.216  -1.384  -2.548  -0.95
N  -1.011  -1.359  -5.387  -0.86
H  -3.517  -1.012  -7.767  0.31
H  -2.031  -1.890  -7.611  0.44
H  -1.884  -0.124  -7.779  0.34
H  -2.340  0.283  -5.625  0.01
H  -3.832  -2.371  -4.993  0.30
H  -4.374  -0.652  -5.079  0.29
H  -4.717  -2.275  -2.628  0.50
H  -4.989  -0.534  -2.597  0.30
H  -3.731  -1.366  -1.627  0.12
H  -0.830  -0.970  -4.459  0.15
H  -0.380  -0.781  -5.943  0.36


# 5
An isolated ion of composition C8H11N2O and charge +1 in a non-equilibrium geometry, computed with ωB97M-V with the def2-TZVPD basis set.

Output
charge	+1
LUMO level (spin up / spin down)	-6.38 / -4.92	eV
Kohn-Sham gap (spin up / spin down)	4.876 / 6.750	eV

Last column: natural (NBO) charge in e.
CARTESIAN COORDINATES (ANGSTROEM)
C  -0.834  2.264  -0.082  -0.18
C  -1.987  1.536  0.034  -0.20
C  0.370  1.634  -0.077  -0.23
C  -0.662  -0.590  0.068  -0.07
C  -1.960  0.069  0.116  0.22
C  0.440  0.197  -0.097  0.11
C  3.954  -0.088  -0.282  0.11
C  -0.399  -2.146  -0.034  -0.63
N  -3.191  -0.452  0.261  -0.77
N  1.713  -0.348  -0.162  -0.16
O  2.779  0.430  -0.010  -0.16
H  -0.934  3.286  0.137  0.23
H  -2.894  2.159  0.239  0.23
H  1.109  2.311  -0.323  0.23
H  4.854  0.479  -0.357  0.23
H  4.085  -1.157  -0.430  0.18
H  0.377  -2.071  -0.796  0.19
H  -0.018  -2.686  0.842  0.24
H  -1.341  -2.568  -0.405  0.26
H  -3.823  0.297  0.539  0.39
H  -3.454  -1.137  0.974  0.40
H  1.819  -1.420  -0.159  0.42


# 6
One molecule with the formula H2N2O4S in a non-equilibrium geometry, computed with ωB97M-V with the def2-TZVPD basis set.

Output
charge	0
LUMO level	0.18	eV
Kohn-Sham gap	11.224	eV

Last column: natural (NBO) charge in e.
CARTESIAN COORDINATES (ANGSTROEM)
N  1.814  0.587  0.083  0.73
N  -1.854  -0.012  0.171  -1.05
O  2.408  1.617  0.136  -0.34
O  0.459  0.575  -0.328  -0.58
O  -0.375  -1.933  -0.511  -0.88
O  2.226  -0.478  0.368  -0.37
S  -0.436  -0.838  0.399  1.66
H  -1.906  0.903  0.344  0.40
H  -2.337  -0.421  -0.661  0.41


The evaluated total energy for the records listed, in turn: -534.026914, -722.582305, -8539.949983, -2321.830846, -495.748308, -809.689784 hartree.